C35H68Al2BF9N3NaO8S | wB97M-V/def2-TZVPD

Output
energy relative to the best compared isomer or geometry (same formula, charge and spin): 129.6 kJ/mol
frontier orbital gap: 1.10 eV
2S+1: 1
highest occupied orbital energy: -5.08 eV

CARTESIAN COORDINATES (ANGSTROEM)
C: 2.38727 -0.40385 -4.45293
C: 3.36511 -0.89248 -3.35848
C: 4.84669 -0.53044 -3.57749
C: 5.11584 0.80423 -4.28511
C: 4.93846 2.06584 -3.42044
C: 5.66287 2.02534 -2.06625
C: 4.62908 1.68836 -0.97095
C: 5.26284 1.71120 0.41007
C: 4.28500 1.43612 1.58144
B: 3.20764 0.30832 1.31622
C: 1.64432 0.61701 1.09948
C: 1.41682 1.49883 -0.11857
O: 0.03385 1.75303 -0.21478
C: -0.31777 2.54775 -1.33292
C: -0.58895 3.99388 -0.90049
F: 0.57870 4.70355 -0.93412
F: -1.39907 4.59419 -1.76348
F: -1.08842 4.04940 0.33062
H: 1.87880 0.48927 -4.09433
H: 2.84206 -0.25935 -5.42498
H: 1.60493 -1.15378 -4.54962
H: 3.29885 -1.98156 -3.34888
H: 2.97222 -0.56779 -2.39321
H: 5.37731 -0.52748 -2.62214
H: 5.32247 -1.30333 -4.17999
H: 4.54553 0.93215 -5.19981
H: 6.16153 0.78272 -4.60203
H: 5.35261 2.89650 -3.99369
H: 3.86903 2.26385 -3.32132
H: 6.37308 1.19515 -2.06789
H: 6.21215 2.93602 -1.83294
H: 3.87378 2.46913 -1.03453
H: 4.23685 0.71110 -1.24399
H: 6.12314 1.05230 0.50526
H: 5.66039 2.72675 0.55480
H: 3.75101 2.35246 1.95902
H: 4.91039 1.08210 2.43373
H: 3.53621 -0.82856 1.23246
H: 1.07490 -0.30758 0.98508
H: 1.28005 1.15092 1.99995
H: 1.78154 1.03265 -1.03729
H: 1.96960 2.43423 0.03310
H: 0.50948 2.61528 -2.04288
H: -1.18915 2.13079 -1.83845
Na: 0.96114 0.10821 3.59966
C: -5.43610 -1.53774 4.82190
C: -5.53126 -1.42381 3.29900
C: -6.74549 -0.55849 2.93133
C: -6.61713 0.93304 3.26405
C: -5.16903 1.44787 3.24790
C: -4.19446 0.62795 2.39600
N: -4.24179 -0.79927 2.87077
O: -3.46017 -1.54161 2.30748
C: -2.81588 1.20004 2.62495
C: -4.47369 0.78534 0.91363
C: -5.77377 -2.80811 2.72659
H: -4.59197 -2.16301 5.09575
H: -6.34561 -1.98515 5.23228
H: -5.29313 -0.57454 5.30550
H: -6.94697 -0.66105 1.86222
H: -7.62608 -0.96080 3.42842
H: -7.22013 1.50140 2.55559
H: -7.04779 1.12953 4.24677
H: -5.15699 2.48446 2.91434
H: -4.79988 1.46857 4.27708
H: -2.50326 1.05710 3.66398
H: -2.81416 2.26835 2.41622
H: -2.07107 0.73620 1.97264
H: -4.40114 1.84211 0.65649
H: -5.46302 0.44466 0.60760
H: -3.74066 0.25340 0.30546
H: -6.70122 -3.21371 3.12291
H: -4.98253 -3.50854 2.99264
H: -5.86127 -2.78472 1.63762
C: -3.96584 -4.83878 7.71555
S: -3.75686 -3.06146 7.91156
O: -2.35403 -2.74718 7.56735
C: -3.86545 -3.05804 9.70969
H: -3.88809 -5.06994 6.65516
H: -3.18436 -5.36522 8.26441
H: -4.95010 -5.13300 8.08165
H: -3.08912 -3.69990 10.12727
H: -4.85176 -3.40795 10.01672
H: -3.71967 -2.03615 10.05308
Al: 4.88532 3.06062 3.21522
C: -6.04245 -7.17639 -1.98499
C: -6.29651 -5.70183 -1.71810
O: -5.62322 -5.20238 -0.57593
C: -4.21154 -5.28290 -0.59655
C: -3.57176 -4.51370 -1.74058
H: -6.30233 -7.77461 -1.11014
H: -6.64016 -7.51260 -2.83264
H: -4.99489 -7.37220 -2.22062
H: -7.35856 -5.55283 -1.52535
H: -6.05374 -5.09856 -2.59846
H: -3.88938 -6.33137 -0.60181
H: -3.87209 -4.85833 0.34997
H: -3.84912 -4.92296 -2.71260
H: -2.48406 -4.55405 -1.66061
H: -3.88620 -3.46943 -1.72322
F: -4.53336 3.69403 -4.15708
Al: -4.61778 2.65414 -2.81909
F: -3.18815 1.69123 -2.75349
F: -5.97156 1.63526 -2.90838
F: -4.71265 3.57276 -1.37473
C: 5.47970 -3.89572 0.05989
N: 4.93270 -2.82218 0.93315
O: 3.74057 -2.82787 1.16038
O: 5.72058 -2.00373 1.36323
H: 4.66408 -4.54154 -0.24221
H: 5.93749 -3.41527 -0.80014
H: 6.21700 -4.44172 0.64046
F: -2.84523 -1.06350 4.95369
C: 8.43633 7.37490 -4.36794
C: 8.54627 7.47832 -5.74756
C: 8.33369 6.36635 -6.54627
C: 8.00877 5.16354 -5.94833
C: 7.90194 5.04165 -4.57530
C: 8.11847 6.15660 -3.78264
N: 7.75905 3.98706 -6.79492
O: 7.87915 4.11984 -7.99199
O: 7.44242 2.95194 -6.24245
H: 8.59778 8.24628 -3.74708
H: 8.79505 8.42715 -6.20196
H: 8.41901 6.44658 -7.61973
H: 7.65203 4.09399 -4.12100
H: 8.03619 6.07734 -2.70719
F: -7.62826 0.28065 -3.04329

Forces on the atoms, in the same order (eV/Å):
-0.199 -0.421 0.940
-0.041 -0.324 -0.683
-0.404 0.455 -0.274
0.717 0.185 0.590
0.423 0.090 -0.572
-0.840 -0.905 0.171
1.116 0.629 -0.292
-0.340 0.557 0.277
0.050 -0.381 0.160
-0.669 -0.129 -0.540
0.977 -0.371 0.512
-0.542 0.601 0.393
0.280 -0.278 0.009
-0.021 0.316 -0.084
0.040 -0.615 -0.960
0.069 0.065 0.566
-0.119 0.016 0.276
-0.010 0.380 0.133
0.108 0.320 -0.432
0.037 0.105 -0.068
-0.104 0.016 -0.189
0.069 -0.071 0.214
0.164 0.107 0.106
0.061 -0.151 0.042
-0.083 -0.149 -0.032
-0.154 -0.158 -0.034
0.056 0.031 -0.053
-0.161 0.066 -0.143
-0.025 0.129 0.309
0.328 0.188 -0.096
-0.101 0.161 -0.022
-0.360 -0.218 0.092
-0.408 -0.038 0.265
-0.094 -0.284 -0.121
0.166 -0.020 -0.002
-0.471 -0.430 -1.051
-0.147 -0.202 -0.010
0.183 0.569 0.078
-0.095 -0.021 0.003
-0.066 0.573 -0.919
0.087 -0.158 0.022
-0.014 0.099 -0.166
-0.037 -0.149 -0.139
-0.271 0.035 0.136
-0.755 -0.548 0.656
-0.275 -0.226 0.692
-1.292 -0.261 2.028
0.293 0.875 -0.734
-0.077 0.053 -0.020
-0.361 -0.243 0.553
0.141 2.046 1.345
0.687 -2.158 -3.882
-0.704 1.151 1.461
1.142 -0.204 0.652
-0.534 -0.913 -0.724
0.885 -0.304 -0.595
0.130 0.183 -0.025
-0.165 0.052 -0.330
0.122 -0.005 -0.047
0.102 -0.071 -0.011
0.180 -0.248 0.131
-0.004 -0.071 -0.042
0.066 0.022 0.024
0.142 -0.066 -0.214
0.170 -0.119 -0.067
-0.137 -0.158 0.023
-0.197 -0.028 -0.170
-0.106 -0.021 -0.096
-0.039 0.045 0.102
-0.021 0.036 0.002
0.009 -0.033 0.074
-0.087 0.261 0.119
0.048 0.067 -0.005
0.042 -0.012 0.011
-0.031 -0.139 0.080
-0.016 0.181 -0.125
0.197 -0.173 0.219
-0.063 -0.126 0.132
0.009 0.081 -0.018
0.030 0.056 0.001
-0.010 0.022 -0.019
0.027 0.003 -0.060
-0.009 0.022 -0.011
0.006 0.026 -0.080
0.598 0.692 0.927
0.169 0.004 0.061
-0.049 -0.055 -0.171
-0.075 0.053 0.293
0.108 0.011 -0.109
-0.084 0.011 -0.081
-0.045 0.001 -0.011
-0.029 0.015 0.014
-0.017 -0.003 -0.065
0.034 0.093 0.104
0.031 -0.030 -0.014
0.025 -0.002 -0.059
-0.141 0.002 0.051
0.055 -0.032 -0.001
0.001 -0.006 0.027
0.010 0.001 0.017
0.184 -0.127 0.267
-0.645 -0.196 -0.174
0.093 0.269 0.221
1.359 0.954 0.187
0.301 -0.239 -0.067
-0.104 -0.124 -0.141
0.011 -0.250 -0.153
0.095 -0.407 0.122
0.025 0.092 0.093
-0.051 0.047 0.042
0.089 0.023 0.063
0.075 0.088 -0.013
0.161 0.656 -0.946
0.005 0.015 0.013
-0.013 -0.041 0.133
0.045 0.168 -0.206
0.026 0.187 0.142
-0.056 -0.115 0.247
0.022 0.091 -0.094
-0.011 -0.037 -0.034
0.030 0.030 -0.097
-0.034 -0.088 0.124
0.006 -0.001 -0.003
0.000 -0.009 -0.026
-0.046 -0.142 -0.013
-0.005 -0.066 -0.145
0.000 -0.020 0.002
-0.848 -0.787 0.034

Atom charges from the Mulliken analysis, given in e for atoms 1 to 2: -1.296 0.321